Molecular formula: C27H35ClN4O3
Method: DFT, ωB97M-V/def2-TZVPD

Output
Net charge: 0
Frontier orbital gap (eV): 8.98
Relative energy (zero: lowest compared OMol25 entry of this formula, charge and spin) (kJ/mol): 0.00
SMILES: C[C@H]1CN(C(=O)CCC(=O)NCCCN2CCN(Cc3ccccc3)CC2)c2cc(Cl)ccc2O1
HOMO (eV): -8.42
E_tot (eV): -53194.0914
LUMO level (eV): 0.6

Geometry as XYZ:
```
70
Properties=species:S:1:pos:R:3:nbo_charge:R:1
C 1.205 -3.675 -2.643 -0.6446
C 2.254 -3.926 -1.561 0.0930
C 2.814 -2.606 -1.011 -0.2386
N 1.734 -1.864 -0.396 -0.4487
C 1.331 -0.612 -0.773 0.7254
O 0.236 -0.180 -0.476 -0.6361
C 2.328 0.235 -1.542 -0.5045
C 2.140 1.706 -1.147 -0.4712
C 2.634 1.881 0.287 0.6711
O 3.810 2.080 0.534 -0.6539
N 1.693 1.734 1.231 -0.6510
C 1.980 1.867 2.640 -0.2286
C 1.099 2.930 3.296 -0.4092
C -0.362 2.486 3.405 -0.2118
N -0.952 2.173 2.113 -0.4676
C -1.302 3.355 1.345 -0.2216
C -1.755 2.936 -0.049 -0.2270
N -2.920 2.080 0.049 -0.4399
C -3.499 1.750 -1.248 -0.2319
C -2.598 0.938 -2.147 -0.0410
C -1.669 1.560 -2.972 -0.1626
C -0.792 0.813 -3.739 -0.2329
C -0.839 -0.569 -3.700 -0.2300
C -1.770 -1.199 -2.892 -0.1965
C -2.637 -0.450 -2.118 -0.2057
C -2.596 0.907 0.844 -0.2431
C -2.136 1.340 2.231 -0.2299
C 1.000 -2.629 0.536 0.0736
C 0.309 -2.029 1.584 -0.1632
C -0.347 -2.812 2.514 -0.0759
Cl -1.192 -2.046 3.813 -0.0025
C -0.322 -4.196 2.438 -0.2197
C 0.376 -4.793 1.409 -0.2351
C 1.038 -4.027 0.454 0.2704
O 1.724 -4.706 -0.506 -0.4805
H 0.763 -4.620 -2.949 0.2276
H 0.417 -3.027 -2.267 0.2214
H 1.669 -3.207 -3.508 0.2132
H 3.072 -4.530 -1.970 0.1991
H 3.583 -2.823 -0.261 0.2128
H 3.256 -2.043 -1.829 0.2266
H 2.138 0.113 -2.612 0.2379
H 3.355 -0.051 -1.319 0.2294
H 2.748 2.335 -1.796 0.2320
H 1.091 1.981 -1.244 0.2269
H 0.711 1.597 1.009 0.4475
H 3.036 2.139 2.724 0.2390
H 1.824 0.904 3.140 0.1839
H 1.470 3.124 4.303 0.2154
H 1.178 3.858 2.728 0.2029
H -0.941 3.263 3.935 0.1718
H -0.398 1.576 4.010 0.1991
H -0.429 4.005 1.257 0.2024
H -2.113 3.922 1.837 0.1736
H -2.022 3.826 -0.627 0.1991
H -0.919 2.423 -0.551 0.1763
H -3.758 2.696 -1.734 0.2009
H -4.424 1.198 -1.054 0.2026
H -1.635 2.639 -3.022 0.2009
H -0.072 1.313 -4.372 0.2098
H -0.160 -1.154 -4.304 0.2082
H -1.826 -2.278 -2.866 0.2097
H -3.358 -0.951 -1.488 0.2111
H -3.495 0.293 0.938 0.1980
H -1.800 0.308 0.379 0.2118
H -1.891 0.453 2.819 0.2122
H -2.955 1.881 2.736 0.1677
H 0.282 -0.956 1.666 0.2406
H -0.836 -4.794 3.172 0.2298
H 0.424 -5.866 1.320 0.2302
```